Formula: C9H14
Source: the Open Molecules 2025 dataset
Level of theory: ωB97M-V/def2-TZVPD

Results
Charge: 0
Relative energy (zero: lowest compared OMol25 entry of this formula, charge and spin): 37.4 kcal per mole
Highest occupied orbital energy: -8.8610 eV
DFT total energy: -9558.5595 eV
Gap between HOMO and LUMO: 9.89 eV

Last column: Löwdin charge in e.
CARTESIAN COORDINATES (ANGSTROEM)
1 C -2.909 0.650 -0.769  -0.06
2 C -1.605 1.089 -0.128  -0.25
3 C -0.816 0.043 0.441  -0.04
4 C 0.422 0.365 1.023  -0.11
5 C 0.812 1.679 1.060  -0.08
6 C 0.017 2.766 0.544  -0.06
7 C -1.249 2.422 0.168  -0.07
8 H -3.261 -0.245 -0.401  0.03
9 H -2.853 0.632 -1.890  0.10
10 H -3.734 1.313 -0.404  0.09
11 H -1.204 -0.959 0.355  0.09
12 H 0.981 -0.457 1.329  0.06
13 H 1.891 1.843 1.238  0.11
14 H 0.354 3.726 0.676  0.07
15 H -1.992 3.139 -0.108  0.10
16 C 2.479 -1.720 -0.370  -0.20
17 C 1.371 -2.747 -0.346  -0.20
18 H 2.742 -1.391 0.586  0.02
19 H 3.437 -2.289 -0.585  0.08
20 H 2.074 -0.894 -1.123  0.12
21 H 1.657 -3.785 -0.084  0.07
22 H 0.928 -2.840 -1.396  0.08
23 H 0.458 -2.340 0.185  0.04